(1)
An isolated molecule of C19H23Cl2N3O3, computed with ωB97M-V with the def2-TZVPD basis set.

XYZ file:
```
50
C19H23Cl2N3O3 (ωB97M-V with the def2-TZVPD basis set)
C -5.73 -1.22 -2.81
C -4.93 -0.07 -2.21
H -4.98 0.82 -2.85
H -5.31 0.20 -1.22
O -3.57 -0.49 -2.09
C -2.73 0.40 -1.56
O -3.11 1.50 -1.19
C -1.36 -0.10 -1.44
C -1.06 -1.38 -1.94
N 0.12 -1.93 -1.91
C 1.10 -1.29 -1.24
C 2.34 -1.94 -1.09
C 3.35 -1.43 -0.32
C 3.11 -0.22 0.36
C 1.94 0.48 0.20
C 0.93 -0.01 -0.64
C -0.32 0.68 -0.87
N -0.57 1.96 -0.61
C 0.25 3.10 -0.29
H 0.08 3.84 -1.09
C -0.17 3.75 1.03
H -1.25 3.90 1.01
C 0.22 2.96 2.28
N -0.22 1.58 2.26
C -1.66 1.44 2.43
C -2.04 -0.04 2.30
O -1.37 -0.83 3.25
C 0.02 -0.68 3.11
C 0.44 0.78 3.28
H 1.52 0.85 3.16
H 0.18 1.12 4.29
H 0.47 -1.30 3.89
H 0.34 -1.04 2.13
H -3.11 -0.17 2.48
H -1.80 -0.39 1.29
H -2.18 2.00 1.65
H -1.98 1.81 3.41
H 1.32 2.95 2.36
H -0.16 3.50 3.17
H 0.30 4.73 1.10
H 1.31 2.85 -0.30
H -1.55 2.20 -0.75
H 1.78 1.36 0.79
Cl 4.32 0.38 1.43
H 4.28 -1.95 -0.20
Cl 2.56 -3.45 -1.88
H -1.84 -1.96 -2.41
H -5.66 -2.09 -2.17
H -5.33 -1.48 -3.79
H -6.77 -0.93 -2.92
```

## Properties
LUMO level (eV): 0.0
Total charge: 0
Gap between HOMO and LUMO (eV): 7.955
Highest occupied orbital energy (hartree): -0.2931

These are the Mulliken partial charges, in e, on atoms 1 to 5: -1.254 -0.249 0.320 0.325 -0.301

---

(2)
A structure of composition C19H23ClIN4O3Y at a distorted geometry, computed with ωB97M-V with the def2-TZVPD basis set.

XYZ file:
```
52
C19H23ClIN4O3Y (ωB97M-V with the def2-TZVPD basis set)
C -4.64 1.84 -2.20
I -4.86 0.84 -0.51
H -3.49 1.98 -2.14
H -4.86 2.72 -1.74
H -4.86 1.50 -3.17
C -1.17 -2.63 -1.13
C -1.57 -2.64 -2.40
N -1.95 -1.37 -2.73
C -1.52 -0.51 -1.76
N -1.25 -1.34 -0.65
H -0.75 -3.42 -0.53
H -1.63 -3.45 -3.13
C -0.82 3.67 3.21
C -0.10 2.21 1.63
N -0.69 2.34 2.86
H -0.18 5.46 2.10
N 0.17 3.50 1.27
H -1.29 3.98 4.14
Y 0.23 0.57 0.00
C -1.82 0.85 -1.58
O -1.20 1.92 -1.08
C -0.29 4.39 2.22
C 0.86 3.91 0.06
H 1.16 4.97 0.17
H 0.22 3.82 -0.83
H 1.77 3.31 -0.11
C -1.14 1.23 3.67
H -1.23 1.56 4.72
H -0.44 0.39 3.63
H -2.13 0.87 3.35
C -1.73 -1.06 0.72
H -2.69 -1.59 0.93
H -1.92 0.03 0.84
H -0.95 -1.45 1.40
C -2.73 -0.96 -3.88
H -3.80 -1.05 -3.68
H -2.45 -1.60 -4.70
H -2.49 0.08 -4.09
Cl 7.09 -4.58 0.59
C 5.68 -3.59 0.50
C 5.46 -2.59 1.44
C 4.33 -1.77 1.35
C 3.43 -1.96 0.30
C 3.64 -2.95 -0.65
C 4.76 -3.78 -0.54
C 2.24 -1.11 0.20
O 1.65 -0.66 1.26
O 1.78 -0.77 -0.97
H 6.17 -2.46 2.25
H 4.14 -1.00 2.10
H 2.93 -3.08 -1.46
H 4.93 -4.58 -1.25
```

## Properties
LUMO level (spin up / spin down) (eV): 3.9 / 4.3
Total charge: -2
Gap between HOMO and LUMO (spin up / spin down) (eV): 1.613 / 3.239
Highest occupied orbital energy (spin up / spin down) (hartree): 0.0853 / 0.0393

These are the Mulliken partial charges, in e, on atoms 1 to 5: -1.011 -0.119 0.074 0.499 0.415

---

Energy / eV: -55734.6579; -53838.4004
Molecular weight / g/mol: 412.3; 606.7